A cluster of 7 separate species, C24H60ClN3O10 in total at a distorted geometry. Source: OMol25; level of theory: ωB97M-V/def2-TZVPD.

The value obtained for the largest force on an atom is 3.8 eV/A. The total energy comes out at -63310.570 eV.

Geometry as XYZ:
```
98
Properties=species:S:1:pos:R:3:forces:R:3
O 0.3480 -3.2793 5.0420 -0.019 0.678 0.793
H -0.0294 -3.1258 4.1727 0.119 0.073 -1.355
H 0.9755 -3.9942 5.1711 0.611 -0.570 -0.517
H -0.3693 -3.3835 5.6715 -0.968 0.118 1.177
Cl -0.0087 0.4980 1.0549 -0.268 0.497 1.261
O 0.2770 -0.9068 1.1727 0.367 -1.133 0.088
O 0.4748 1.0449 -0.1337 1.012 0.320 -3.015
O -1.4267 0.6693 1.0898 -0.969 0.065 0.578
O 0.6597 1.2117 2.1043 -0.180 -0.059 1.363
C -1.8036 2.8168 -4.6308 -0.417 -0.541 1.181
O -2.6049 2.1931 -5.6614 1.006 0.725 0.464
H -1.6285 2.0790 -3.8478 -0.016 -0.054 0.184
H -0.8066 3.2084 -4.8326 -0.045 -0.099 -1.108
H -2.3379 3.6222 -4.1268 -0.361 0.014 -0.407
H -2.3807 1.2630 -5.5818 -0.158 -0.048 -0.287
C -3.3328 -5.2893 2.1746 -0.590 0.417 -1.699
O -3.4834 -5.6968 3.4799 0.765 -0.463 1.935
H -4.3402 -5.3435 1.7619 0.190 0.532 -0.842
H -2.9139 -4.2858 2.1004 -0.432 0.228 0.398
H -2.6561 -5.8605 1.5391 0.063 -0.671 0.204
H -4.0414 -6.4776 3.5038 0.071 0.018 0.010
C -1.0559 -3.5407 10.2973 -1.377 1.181 -0.080
C -2.2024 -3.0180 9.3705 -0.187 -3.309 -0.082
C -2.2183 -1.5736 9.0287 0.631 1.306 -1.343
O -1.0637 -1.1955 8.2232 -0.887 -2.132 0.363
C -0.4958 0.0584 8.3009 0.572 0.790 0.759
N -2.2906 -3.9476 8.1564 0.067 1.017 -0.457
H -1.3438 -3.2622 11.3110 0.308 0.510 0.137
H -0.1221 -3.0495 10.0238 0.215 -0.683 0.076
H -1.1098 -4.6260 10.3830 0.607 -0.003 -0.693
H -3.1049 -3.2650 9.9296 -0.315 0.645 0.205
H -2.3863 -1.0098 9.9462 0.690 0.288 0.171
H -3.0391 -1.2708 8.3786 -0.591 -0.507 0.134
H -1.1578 0.8201 8.7128 -0.250 0.108 -0.229
H -0.1334 0.3468 7.3142 -0.177 0.107 0.004
H 0.3602 0.0069 8.9738 0.281 0.211 0.099
H -3.0540 -3.6295 7.5766 -0.004 1.002 -0.529
H -2.7462 -4.8251 8.3624 0.630 -0.555 1.038
C 1.7232 7.3713 -2.4701 -0.790 -0.251 -0.919
C 2.5777 7.8939 -1.3196 1.184 2.687 -0.719
C 2.3617 9.4977 -1.2330 -0.120 -1.335 -0.326
C 1.0406 9.8980 -0.6131 -0.309 -0.140 0.301
C 0.8813 9.1943 0.7314 -1.174 -1.110 0.189
C 1.1369 7.5670 0.7176 -1.145 2.271 -0.385
N 2.3574 7.3749 -0.0104 0.499 -0.386 0.791
O 2.7277 6.0279 0.0619 0.790 -0.315 0.068
C 1.2869 7.0806 2.1174 -0.052 -1.084 1.172
C -0.0568 6.7246 0.1678 -0.930 0.710 -1.377
C 4.1053 7.7536 -1.6405 -0.714 -0.502 -0.168
H 1.8863 7.8810 -3.4197 0.654 0.390 0.101
H 0.6527 7.5438 -2.3591 -0.039 -0.046 0.566
H 1.8259 6.3283 -2.7698 0.272 -0.285 0.559
H 3.1783 9.8984 -0.6325 -0.042 -0.073 0.245
H 2.4874 9.9443 -2.2193 -0.020 -0.236 -0.209
H 0.1141 9.7402 -1.1651 0.296 -0.799 -0.746
H 0.9724 10.9844 -0.5564 0.406 0.214 0.639
H -0.1546 9.3217 1.0455 -0.328 -0.216 -0.030
H 1.3815 9.7455 1.5278 0.850 -0.599 0.006
H 0.3548 7.2187 2.6653 0.074 0.656 0.162
H 1.3295 5.9914 2.1076 0.374 -0.113 -0.100
H 2.1573 7.4222 2.6775 -0.087 0.335 -0.166
H -0.6411 7.1780 -0.6330 0.160 0.827 -0.091
H 0.2239 5.8260 -0.3816 0.349 -0.372 0.593
H -0.8526 6.4753 0.8697 0.517 -0.155 0.468
H 4.4317 6.7137 -1.6285 -0.288 -0.109 -0.467
H 4.7884 8.2067 -0.9221 -0.484 0.491 0.164
H 4.2290 8.2126 -2.6214 0.396 -0.162 -0.059
H 2.0233 5.5101 -0.3349 -0.294 -0.332 -0.251
C -1.8582 -4.0425 -5.7136 0.799 -1.376 1.779
C -0.3912 -4.5861 -5.3177 0.061 0.696 -0.702
C -0.1670 -4.3766 -3.7494 0.022 -0.578 -0.504
C 0.9440 -5.2263 -3.1503 -1.112 -2.384 -1.535
C 0.7204 -6.7224 -3.6529 0.819 1.262 0.063
C 0.6720 -6.9513 -5.1843 0.977 -0.600 -0.827
N -0.2927 -6.0145 -5.8487 -0.732 0.197 3.720
O -0.4720 -6.0951 -7.2328 0.970 0.027 -0.106
C 2.1474 -6.8592 -5.8017 -0.711 1.791 0.695
C 0.2602 -8.4437 -5.3793 -0.598 1.292 -0.734
C 0.6659 -3.7337 -6.0580 -0.560 0.425 0.111
H -2.5758 -4.4790 -5.0189 0.089 -0.349 0.380
H -2.2350 -4.4430 -6.6548 0.437 0.902 -0.386
H -1.9859 -2.9839 -5.4872 0.325 0.164 -0.851
H 0.1938 -3.3783 -3.5013 -0.693 0.492 -0.683
H -1.1120 -4.5232 -3.2264 -0.019 -0.187 0.050
H 0.8954 -5.2476 -2.0616 0.273 0.326 -0.055
H 1.8965 -4.8636 -3.5368 0.164 -0.064 0.359
H -0.1480 -7.1779 -3.1770 -0.277 0.257 -0.051
H 1.5760 -7.3060 -3.3132 0.075 -0.187 0.019
H 2.8315 -7.6759 -5.5710 -0.420 -0.286 -0.303
H 2.1366 -6.5243 -6.8390 -0.243 -0.954 -0.354
H 2.6327 -5.9734 -5.3921 0.120 0.072 0.574
H -0.7678 -8.6221 -5.0638 -0.062 0.100 0.136
H 0.2866 -8.5576 -6.4630 0.111 -0.687 0.011
H 0.9156 -9.1346 -4.8489 0.159 0.158 -0.219
H 0.2353 -3.5442 -7.0413 0.683 -0.027 -0.267
H 1.6645 -4.1699 -6.0842 -0.243 -0.318 -0.291
H 0.8209 -2.7712 -5.5705 -0.328 0.163 0.028
H -1.4267 -6.0813 -7.3329 -0.087 -0.314 -0.045
```
Forces are in eV/Å.